[1]
A structure of composition C34H25GaN6O11S4. Source: OMol25; level of theory: ωB97M-V/def2-TZVPD.

Properties
Gap between HOMO and LUMO (alpha / beta) in eV: 6.1 / 3.9
Total charge: -2
HOMO energy (alpha / beta) in Ha: -0.0955 / -0.0159
Relative energy (zero: lowest compared OMol25 entry of this formula, charge and spin) in eV: 1.255

XYZ file:
```
81
Properties=species:S:1:pos:R:3:forces:R:3:mulliken_charge:R:1
Ga 0.72930 -0.89855 -0.70048 -0.3 0.0 0.1 0.5618
C -1.18092 -4.65092 0.97797 -0.1 0.1 0.0 -1.9876
C -0.98989 -3.20783 0.59440 0.0 0.1 0.0 1.0281
N -0.13961 -2.86665 -0.32664 0.1 0.0 0.0 0.6516
N 0.37078 -3.92429 -1.06131 -0.1 0.0 -0.1 -0.8229
C 0.99049 -3.56321 -2.12090 0.0 0.1 0.0 0.3690
S 1.33312 -1.94678 -2.64842 0.1 -0.2 -0.1 -0.5685
S 1.42617 -4.90052 -3.23021 -0.1 0.0 -0.1 -0.1944
C -0.01004 -4.67371 -4.35083 -0.1 0.1 0.1 -1.3089
C -1.31540 -4.75801 -3.60451 0.0 0.1 0.0 0.6374
C -1.79710 -5.97993 -3.14423 0.0 0.0 0.0 -0.3149
C -2.95234 -6.04102 -2.38014 0.0 0.0 0.0 -0.4823
C -3.63258 -4.87408 -2.04927 0.0 0.0 0.0 -0.6219
C -3.15581 -3.65110 -2.49780 0.0 0.0 0.0 -0.3874
C -2.00912 -3.59583 -3.28013 0.0 -0.1 0.0 -0.1676
C -1.83093 -2.19938 1.22285 0.0 -0.1 0.0 0.5913
C -2.82419 -2.60109 2.16296 0.0 0.0 0.1 -1.1645
C -3.83637 -1.73414 2.60425 0.0 -0.1 -0.2 -0.8376
C -3.91712 -0.44907 2.16982 0.0 -0.1 0.1 -0.9658
C -2.84704 0.12217 1.30631 0.0 0.1 0.1 -0.3094
C -1.79961 -0.86649 0.80359 0.0 0.1 0.1 0.6948
O -1.00775 -0.33313 -0.03896 0.1 0.1 -0.1 -0.6743
H -0.37152 -5.25216 0.58538 0.0 0.0 0.0 0.4232
H -1.21915 -4.73767 2.06386 0.0 0.0 0.0 0.5253
H -2.12379 -5.02356 0.57070 0.0 0.0 0.0 0.3372
H 0.08988 -3.70706 -4.84364 0.0 0.0 0.0 0.4113
H 0.07108 -5.45197 -5.10985 0.1 -0.1 0.0 0.5001
H -1.23754 -6.88452 -3.35739 0.0 0.0 0.0 0.3357
H -3.31241 -6.99844 -2.02241 0.0 0.0 0.0 0.3627
H -4.52432 -4.91759 -1.43576 0.0 0.0 0.0 0.3901
H -3.66102 -2.73386 -2.22104 0.0 0.0 0.0 0.3507
H -1.61221 -2.63782 -3.59467 0.0 0.0 0.0 0.3367
H -2.83877 -3.61827 2.52286 0.0 0.0 0.0 0.2861
H -4.60094 -2.12671 3.26531 0.0 0.0 0.0 0.3754
H -4.74306 0.19699 2.44268 0.1 0.0 0.1 0.4997
H -3.24815 0.56999 0.38978 -0.2 -0.1 0.0 0.6290
O 3.17029 0.64148 -1.37984 0.3 -0.2 -0.1 -0.7069
C 2.16918 1.33103 -1.47524 -0.3 0.1 0.3 0.0694
O 0.95281 0.86954 -1.36256 0.0 0.1 -0.1 -0.6241
C 2.25445 2.82220 -1.66378 0.0 0.0 0.0 0.4608
C 3.45432 3.37621 -2.07069 -0.1 0.0 0.0 -0.5910
C 3.58394 4.77406 -2.21264 -0.2 0.0 0.1 -0.5506
C 2.48847 5.60072 -1.90684 0.1 0.0 0.0 -0.6213
C 1.31969 5.00026 -1.48962 -0.1 0.0 0.0 -0.0012
C 1.14962 3.62753 -1.36853 0.0 -0.1 0.0 -0.5459
N 0.18852 5.87284 -1.13063 0.2 -0.1 -0.1 1.2438
O 0.31926 7.07996 -1.24793 -0.1 0.0 0.1 -0.6966
O -0.83462 5.35071 -0.71710 0.1 0.1 -0.4 -0.6856
N 4.76998 5.33842 -2.62904 0.3 0.2 -0.1 0.8711
O 5.75706 4.57132 -2.90043 -0.2 0.2 0.0 -0.7956
O 4.83950 6.61669 -2.72785 0.1 -0.3 0.0 -0.8113
H 4.30383 2.74496 -2.27743 0.0 0.0 0.0 0.6494
H 2.58793 6.66897 -1.99377 0.0 0.0 0.0 0.5879
H 0.21884 3.19726 -1.03376 0.0 0.0 0.0 0.8147
O -3.89547 3.16676 2.17132 0.0 0.0 0.0 -0.8486
S -2.71413 2.82365 1.42772 0.0 0.1 -0.1 1.3262
O -2.78512 2.86553 0.00304 0.0 -0.1 -0.1 -0.5847
N -2.19762 1.29902 1.94007 0.0 0.1 -0.4 0.2303
C -1.20204 1.32956 2.85737 0.1 -0.2 0.3 0.8210
S -0.72209 0.05896 3.77130 0.1 0.0 -0.1 -0.3608
C -0.64049 2.70333 2.91471 0.0 0.0 0.0 0.0018
C 0.48107 3.11627 3.60692 0.1 -0.1 0.1 -0.6070
C 0.90960 4.42467 3.45315 0.0 0.0 -0.1 -0.6766
C 0.23086 5.31464 2.62361 0.1 -0.1 0.1 -0.5525
C -0.90864 4.91553 1.94264 -0.2 0.1 0.2 -0.8840
C -1.31129 3.60752 2.11501 0.0 0.0 0.0 0.5929
H 1.02035 2.40421 4.21721 0.0 0.0 0.0 0.3998
H 1.81002 4.75277 3.95612 0.0 0.0 0.0 0.3777
H 0.60764 6.32023 2.49214 0.0 0.0 0.0 0.4244
H -1.44015 5.58533 1.28039 0.0 -0.1 0.2 0.6450
O 2.69399 -3.07927 0.67741 0.0 -0.1 0.0 -0.6441
C 2.70804 -1.98279 1.19073 -0.1 0.2 0.1 0.4203
C 3.63998 -1.56129 2.32133 0.0 0.0 0.0 -0.6946
C 3.45484 -0.05298 2.40220 0.0 0.0 0.1 -0.6490
C 2.22551 0.21043 1.54775 0.0 0.1 0.1 -0.0751
O 1.64876 1.26964 1.47868 -0.1 0.2 0.0 -0.3818
N 1.88011 -0.93201 0.86363 0.1 -0.3 -0.1 1.0205
H 4.65072 -1.89136 2.09016 0.0 0.0 0.0 0.3076
H 3.31539 -2.07400 3.22893 0.0 0.0 0.0 0.2724
H 4.27818 0.49609 1.94377 0.0 0.0 0.0 0.3003
H 3.29679 0.34160 3.40626 0.0 0.0 0.0 0.2624
```
Positions in Å, forces in eV/Å.



[2]
A structure of composition C17H40GdNP3Se in a non-equilibrium geometry. Source: OMol25; level of theory: ωB97M-V/def2-TZVPD.

Properties
Gap between HOMO and LUMO (alpha / beta) in eV: 4.0 / 4.2
Total charge: +3
HOMO energy (alpha / beta) in Ha: -0.5906 / -0.5907
2S+1: 8
Relative energy (zero: lowest compared OMol25 entry of this formula, charge and spin) in eV: 0.086

XYZ file:
```
63
Properties=species:S:1:pos:R:3:forces:R:3:mulliken_charge:R:1
Gd -1.51082 -0.20612 -0.36309 3.8 -1.8 6.1 0.4741
P -1.97109 -2.17317 1.64767 -0.7 -0.9 0.7 1.1166
P 1.12710 -0.21566 2.44301 0.7 0.1 0.8 0.7862
P 0.88847 -1.18521 -1.21580 1.6 -0.6 -0.5 0.9298
H -3.43200 1.57626 -1.25133 0.5 -0.4 0.2 0.3665
C -3.09222 0.64226 -1.73144 0.0 1.6 -5.2 -0.6167
C -1.90206 0.59474 -2.49282 -4.9 1.8 -2.2 -0.1953
H -1.28089 1.48608 -2.67220 0.2 0.0 0.8 0.0607
C -3.32496 -1.87284 2.84348 0.0 0.5 -0.2 -1.3165
C -0.94340 -3.39544 2.53589 0.5 0.1 -0.1 -1.2226
C -2.79347 -3.18351 0.35042 0.1 0.0 0.1 -1.3439
C 2.38772 1.11548 2.65301 -0.1 0.2 -0.4 -1.3112
C 0.34039 -0.04379 4.09985 -0.4 -0.1 -0.1 -1.2375
C 2.25085 -1.63381 2.81913 -0.2 -0.3 -0.4 -1.5491
C 0.84841 -1.30134 -3.04386 -0.4 0.2 0.0 -1.2414
C 1.19491 -2.90416 -0.66453 -0.3 -0.1 0.2 -1.0271
C 2.40711 -0.24108 -0.86230 0.0 0.2 0.1 -0.6261
H -3.88078 -0.11192 -1.87032 0.4 -0.1 0.2 0.3562
H -1.78505 -0.15233 -3.29023 0.1 -0.4 0.7 0.4245
H -3.99410 -1.10079 2.43512 0.0 -0.3 0.3 0.4113
H -2.90835 -1.50461 3.79290 -0.2 -0.1 -0.3 0.3501
H -3.89734 -2.79692 3.01527 0.2 0.3 0.0 0.4557
H -0.51574 -2.94560 3.44386 -0.2 -0.1 -0.3 0.3683
H -0.11623 -3.72716 1.89285 -0.2 0.0 0.2 0.2831
H -1.55012 -4.27005 2.81764 0.1 0.3 -0.1 0.5236
H -3.26146 -2.53073 -0.40753 -0.1 -0.3 0.0 0.5154
H -3.57960 -3.78156 0.82992 0.1 0.0 -0.4 0.4398
H -2.07095 -3.84515 -0.14677 -0.3 0.1 0.1 0.3576
H 3.06973 0.87614 3.48127 -0.3 0.1 -0.2 0.4530
H 1.88570 2.06801 2.86081 0.2 -0.1 0.0 0.3759
H 2.97738 1.22993 1.73623 0.0 0.1 0.2 0.3611
H 1.03444 -0.37998 4.88354 -0.2 0.2 -0.2 0.4546
H -0.57957 -0.64208 4.15181 0.2 0.2 0.2 0.2067
H 0.09159 1.01219 4.27505 0.0 -0.3 0.0 0.4770
H 2.80441 -1.41974 3.74395 -0.2 -0.1 -0.3 0.5461
H 2.97082 -1.77801 2.00348 -0.1 0.0 0.2 0.4522
H 1.68311 -2.56304 2.94877 0.2 0.2 0.0 0.3035
H 1.74905 -1.83903 -3.37347 -0.3 0.1 0.0 0.4716
H 0.83786 -0.29041 -3.47962 0.1 -0.3 0.1 0.3608
H -0.05208 -1.84012 -3.38079 0.4 0.0 0.0 0.3912
H 1.89540 -3.39884 -1.35014 -0.1 0.2 0.1 0.5073
H 0.25123 -3.47270 -0.66003 0.4 0.1 -0.1 0.3092
H 1.61258 -2.91609 0.35025 -0.1 0.1 -0.3 0.1019
H 3.21823 -0.55531 -1.53376 -0.2 0.0 0.1 0.5752
H 2.72194 -0.39874 0.17750 -0.1 0.0 -0.4 -0.0142
H 2.20459 0.83012 -1.01138 0.1 -0.2 0.0 -0.0527
C 0.99549 3.81369 -1.90911 -0.2 -0.4 -0.6 0.2614
C -0.26237 3.99317 -2.50459 0.3 -0.1 0.1 -0.6654
C -0.39330 3.88685 -3.88876 0.1 -0.2 -0.2 -0.5964
C 0.71860 3.56221 -4.68350 -0.2 0.1 0.2 -0.4611
C 1.96123 3.35102 -4.08028 -0.1 -0.1 0.0 -0.5569
C 2.10866 3.46119 -2.69766 -0.6 0.2 0.5 -0.2803
Se 1.08237 4.05722 -0.00172 0.4 -0.4 -0.1 -0.0592
H 2.20684 3.10531 0.13745 -0.2 0.2 0.1 0.0798
H -1.13221 4.22616 -1.87922 0.3 0.1 -0.3 0.4957
H -1.37275 4.05672 -4.33875 0.3 0.0 0.0 0.4526
H 0.62276 3.48375 -5.76866 0.0 0.1 0.4 0.4411
H 2.83075 3.09527 -4.68974 -0.3 0.1 0.2 0.4363
H 3.06724 3.27104 -2.21772 -0.1 0.2 -0.2 0.5286
N -1.57791 1.75463 1.09897 -0.3 -0.5 -0.2 -0.5693
H -2.52181 2.13975 1.02383 0.2 0.3 0.3 0.3832
H -0.89904 2.50644 0.90906 0.0 0.0 0.1 0.1030
H -1.44527 1.42143 2.05909 0.0 0.3 -0.2 0.1946
```
Positions in Å, forces in eV/Å.



| no. | electronic energy (Eh) |
| --- | --- |
| 1 | -5984.41096 |
| 2 | -4916.57694 |